[1]
88
Properties=species:S:1:pos:R:3 method="wB97M-V/def2-TZVPD" spin_multiplicity=6 homo_lumo_gap_ev="10.90 / 8.73" e_homo_ev="-10.81 / -10.81" e_above_lowest_ev=0.459
Fe 2.12 2.12 1.26
C 2.67 0.82 4.98
C 2.42 1.19 3.56
O 3.36 1.58 2.79
O 1.29 1.19 3.00
H 2.13 -0.09 5.21
H 2.38 1.69 5.57
H 3.73 0.66 5.13
C -0.67 0.45 -1.07
C 0.26 1.12 -0.12
O 1.37 0.55 0.16
O 0.05 2.21 0.46
H -1.71 0.55 -0.74
H -0.43 -0.61 -1.11
H -0.57 0.92 -2.05
C 4.53 3.67 -1.54
C 3.58 3.02 -0.59
O 2.42 3.45 -0.35
O 4.00 2.15 0.23
H 4.85 4.60 -1.07
H 4.01 3.94 -2.46
H 5.37 3.03 -1.77
C -2.96 3.28 1.98
C -3.15 2.07 2.89
O -2.57 2.48 4.10
C -2.50 3.84 4.14
O -2.30 4.48 5.11
O -2.66 4.34 2.90
F -2.48 0.99 2.43
H -3.90 3.61 1.53
H -2.32 3.12 1.11
H -4.20 1.80 3.02
C 2.85 -1.85 -1.62
C 4.18 -1.50 -0.94
O 4.98 -1.19 -2.06
C 4.39 -1.53 -3.23
O 4.92 -1.44 -4.28
O 3.13 -1.92 -3.02
F 4.70 -2.54 -0.24
H 2.22 -0.95 -1.54
H 2.27 -2.66 -1.19
H 4.06 -0.65 -0.28
C -2.67 0.05 -4.30
C -2.89 -1.34 -3.71
O -3.86 -1.12 -2.72
C -4.39 0.13 -2.84
O -5.30 0.53 -2.20
O -3.76 0.82 -3.81
F -1.75 -1.79 -3.09
H -2.61 0.06 -5.38
H -1.72 0.43 -3.90
H -3.20 -2.13 -4.38
C -0.05 -1.49 2.35
O -0.40 -2.88 2.43
C 0.31 -3.72 1.70
O 1.15 -3.43 0.88
O -0.09 -4.95 2.00
C 0.68 -6.04 1.51
H -0.96 -0.89 2.39
H 0.52 -1.22 1.46
H 0.52 -1.30 3.25
H 1.42 -5.67 0.79
H 0.05 -6.74 0.98
H 1.22 -6.49 2.35
C -3.09 -2.88 0.37
O -3.29 -2.18 1.58
C -4.05 -2.76 2.50
O -4.73 -3.74 2.34
O -4.04 -2.00 3.60
C -4.99 -2.38 4.60
H -2.92 -3.93 0.62
H -2.27 -2.48 -0.21
H -4.01 -2.93 -0.21
H -4.76 -1.76 5.47
H -4.84 -3.42 4.86
H -6.00 -2.20 4.22
C 0.42 4.09 -2.69
O 0.86 3.44 -3.90
C 1.70 2.43 -3.77
O 1.91 1.77 -2.78
O 2.28 2.21 -4.95
C 3.02 1.02 -5.09
H 1.27 4.61 -2.26
H 0.03 3.36 -1.97
H -0.33 4.82 -2.98
H 3.21 0.87 -6.15
H 2.56 0.15 -4.63
H 4.02 1.05 -4.63



[2]
37
Properties=species:S:1:pos:R:3 method="wB97M-V/def2-TZVPD" homo_lumo_gap_ev="5.71 / 6.35" e_homo_ev="-7.87 / -8.07" e_above_lowest_ev=0.226
Ru 0.83 1.02 0.40
O 2.90 4.15 4.96
C 2.52 2.79 5.16
C 2.00 2.21 3.84
C 1.70 0.73 4.09
O 2.87 -0.04 4.32
C 0.72 2.95 3.48
Se -0.20 2.55 1.79
C 3.08 2.44 2.78
Se 3.05 1.32 1.17
H 3.25 4.50 5.78
H 1.72 2.73 5.92
H 3.37 2.19 5.49
H 1.12 0.32 3.26
H 1.09 0.64 4.99
H 3.24 -0.26 3.45
H 0.89 4.03 3.50
H -0.05 2.74 4.23
H 4.06 2.30 3.22
H 3.04 3.48 2.44
S -1.92 -1.71 -1.77
C -1.19 -0.65 -0.76
S -1.17 1.07 -0.90
S -0.12 -0.98 0.61
C 1.37 3.29 -2.68
N 0.75 2.14 -3.30
C -0.21 2.15 -4.30
C -0.57 0.88 -4.53
N 0.17 0.10 -3.67
C 0.96 0.87 -2.90
S 2.01 0.34 -1.67
H 1.21 4.16 -3.31
H 2.43 3.11 -2.55
H 0.93 3.47 -1.70
H -0.54 3.07 -4.75
H -1.29 0.46 -5.21
H 0.00 -0.87 -3.45



[3]
64
Properties=species:S:1:pos:R:3 method="wB97M-V/def2-TZVPD" spin_multiplicity=2 homo_lumo_gap_ev="3.53 / 6.36" e_homo_ev="-2.14 / -4.97" e_above_lowest_ev=0.713 total_charge=-1
Hg -2.17 1.13 0.07
C -3.99 -4.34 -0.01
N -4.19 -2.90 0.03
C -5.41 -2.26 0.09
C -5.14 -0.93 0.11
N -3.78 -0.73 0.07
C -3.23 -1.93 0.02
P -1.44 -2.33 -0.08
C -0.87 -1.38 1.38
N -1.29 -0.19 1.77
C -0.41 0.26 2.70
C 0.58 -0.67 2.86
N 0.29 -1.69 2.01
C 1.17 -2.84 1.78
C -1.02 -1.29 -1.53
N -1.47 -0.06 -1.80
C -0.70 0.42 -2.80
C 0.24 -0.51 -3.14
N 0.04 -1.58 -2.33
C 0.91 -2.76 -2.29
H -4.93 -4.83 0.21
H -3.25 -4.64 0.72
H -3.65 -4.66 -1.00
H -6.33 -2.81 0.10
H -5.82 -0.09 0.16
H -0.53 1.22 3.17
H 1.46 -0.67 3.48
H 1.69 -3.08 2.70
H 1.92 -2.60 1.03
H 0.58 -3.70 1.46
H -0.85 1.41 -3.21
H 1.04 -0.49 -3.86
H 1.27 -2.97 -3.29
H 0.34 -3.62 -1.93
H 1.77 -2.58 -1.65
N -3.40 2.90 0.30
C -4.08 3.83 0.37
C -4.93 4.92 0.47
C -6.09 4.82 1.29
N -7.03 4.72 1.95
C -4.67 6.10 -0.28
N -4.47 7.07 -0.88
O 4.00 -2.36 -0.97
S 4.95 -2.53 0.13
O 4.36 -2.17 1.42
O 6.35 -1.15 -0.09
C 6.05 0.13 -0.07
N 7.07 1.02 0.03
C 6.69 2.30 0.05
C 5.39 2.75 0.00
C 4.40 1.75 -0.09
N 4.77 0.46 -0.14
C 2.97 1.93 -0.09
C 2.21 0.73 -0.06
C 0.87 0.78 -0.03
N 0.10 1.92 -0.03
C 0.82 3.09 -0.08
C 2.19 3.14 -0.11
H 7.51 3.02 0.14
H 5.15 3.81 0.05
H 2.73 -0.22 -0.06
H 0.35 -0.15 0.00
H 0.24 4.01 -0.09
H 2.67 4.11 -0.15



[4]
80
Properties=species:S:1:pos:R:3 method="wB97M-V/def2-TZVPD" spin_multiplicity=3 homo_lumo_gap_ev="5.26 / 6.84" e_homo_ev="-7.98 / -10.29" e_above_lowest_ev=2.142 total_charge=+1
Pt 0.94 -0.04 -0.01
P 1.75 2.20 0.11
P 0.77 -2.41 -0.16
N 3.01 -0.48 -0.20
C 3.56 1.93 -0.05
H 4.02 2.73 -0.64
H 4.01 1.96 0.96
C 3.89 0.58 -0.68
H 3.92 0.67 -1.80
H 4.91 0.27 -0.38
C 3.40 -1.73 -0.82
H 4.44 -1.91 -0.49
H 3.44 -1.70 -1.94
C 2.53 -2.91 -0.37
H 2.90 -3.27 0.60
H 2.62 -3.73 -1.09
C -0.06 -3.17 -1.63
C -1.49 -2.67 -1.83
H -1.84 -3.01 -2.82
H -1.56 -1.57 -1.80
H -2.17 -3.09 -1.08
C 0.22 -3.25 1.37
C -1.31 -3.24 1.49
H -1.60 -3.37 2.54
H -1.77 -4.06 0.92
H -1.74 -2.29 1.14
C 1.57 3.09 1.72
C 0.20 3.76 1.90
H 0.16 4.21 2.90
H -0.62 3.03 1.83
H 0.03 4.56 1.16
C 1.42 3.34 -1.32
C -0.07 3.44 -1.65
H -0.17 3.94 -2.63
H -0.61 4.05 -0.92
H -0.55 2.46 -1.73
C 0.65 0.10 -1.84
O 0.49 0.18 -2.99
C 0.78 -4.67 1.60
H 0.37 -5.39 0.88
H 1.87 -4.70 1.55
H 0.48 -5.00 2.61
C 2.69 4.08 2.06
H 2.55 4.43 3.09
H 3.69 3.64 2.00
H 2.66 4.96 1.40
C 2.04 4.73 -1.18
H 1.93 5.25 -2.14
H 1.53 5.34 -0.42
H 3.11 4.71 -0.95
C 0.00 -4.70 -1.66
H -0.71 -5.16 -0.96
H -0.29 -5.03 -2.67
H 1.00 -5.11 -1.48
H 0.56 -2.80 -2.47
H 1.92 2.82 -2.15
H 0.63 -2.59 2.16
H 1.63 2.26 2.45
H 2.57 -0.50 1.95
H 1.79 -0.35 1.88
C -4.53 -1.45 0.34
N -3.52 -0.62 1.01
C -3.55 -0.65 2.48
C -2.66 0.22 0.38
S -1.13 0.50 1.20
N -3.04 1.02 -0.66
C -3.98 0.61 -1.69
C -2.99 2.47 -0.45
H -5.49 -0.92 0.26
H -4.67 -2.35 0.96
H -4.18 -1.77 -0.65
H -3.20 0.30 2.90
H -4.59 -0.82 2.81
H -2.92 -1.46 2.87
H -5.01 0.53 -1.29
H -3.98 1.39 -2.45
H -3.67 -0.33 -2.15
H -3.92 2.84 0.02
H -2.15 2.73 0.20
H -2.87 2.96 -1.42



[5]
13
Properties=species:S:1:pos:R:3 method="wB97M-V/def2-TZVPD" homo_lumo_gap_ev=8.59 smiles="N=[P@@]([O-])(O)OCC=O" e_homo_ev=-4.69 e_above_lowest_ev=2.057 total_charge=-1
N -0.60 1.54 -0.56
P -1.50 0.31 0.00
O -2.69 0.43 0.87
O -1.78 -0.76 -1.21
O -0.43 -0.78 0.95
C 0.81 -0.98 0.36
C 1.61 0.26 0.26
O 2.67 0.45 -0.34
H -0.65 2.22 0.20
H -1.16 -0.56 -1.87
H 0.91 -1.47 -0.58
H 1.47 -1.58 0.90
H 1.35 0.93 1.01



[6]
105
Properties=species:S:1:pos:R:3 method="wB97M-V/def2-TZVPD" homo_lumo_gap_ev=5.40 e_homo_ev=-3.18 e_above_lowest_ev=0.314 total_charge=-1
Pt -0.64 0.47 -0.89
C -3.20 3.56 -1.62
Si -1.44 3.38 -2.25
C -0.70 5.09 -2.56
C -1.51 2.47 -3.90
N -0.55 2.57 -1.03
P 0.93 2.54 -0.42
C 1.07 1.03 0.30
P 1.01 0.36 1.82
N -0.25 -0.57 2.14
Si -1.33 -1.51 2.80
C -1.36 -4.76 1.29
C -0.95 -2.58 4.27
C -3.09 -1.47 2.27
C 1.14 1.54 3.22
C 0.05 1.88 4.01
C 0.16 2.84 5.00
C 1.38 3.47 5.22
C 2.47 3.15 4.43
C 2.35 2.18 3.44
C 2.48 -0.68 2.13
C 2.72 -1.22 3.39
C 3.81 -2.06 3.60
C 4.66 -2.37 2.54
C 4.43 -1.83 1.29
C 3.34 -0.98 1.09
C 1.14 4.11 0.50
C 0.40 4.28 1.67
C 0.39 5.48 2.36
C 1.12 6.56 1.86
C 1.82 6.43 0.68
C 1.83 5.22 0.00
C 2.24 2.61 -1.70
C 3.56 2.95 -1.39
C 4.55 2.86 -2.35
C 4.25 2.40 -3.63
C 2.95 2.03 -3.93
C 1.95 2.13 -2.97
H -3.86 4.03 -2.36
H -3.22 4.15 -0.70
H -3.57 2.56 -1.40
H -1.28 5.60 -3.33
H 0.33 5.02 -2.91
H -0.71 5.71 -1.66
H -2.47 2.65 -4.38
H -1.40 1.40 -3.75
H -0.73 2.81 -4.59
H -0.69 -5.57 1.57
H -1.09 -3.91 1.93
H -2.39 -5.06 1.50
H 0.07 -2.97 4.20
H -1.66 -3.41 4.35
H -1.02 -1.98 5.18
H -3.19 -0.81 1.41
H -3.73 -1.12 3.09
H -3.44 -2.47 1.98
H -0.91 1.40 3.82
H -0.70 3.09 5.61
H 1.47 4.23 5.99
H 3.42 3.64 4.59
H 3.21 1.93 2.83
H 2.06 -0.98 4.22
H 3.99 -2.47 4.58
H 5.50 -3.03 2.70
H 5.08 -2.07 0.46
H 3.15 -0.53 0.12
H -0.21 3.46 2.03
H -0.18 5.57 3.27
H 1.11 7.51 2.39
H 2.36 7.27 0.26
H 2.36 5.15 -0.94
H 3.81 3.28 -0.39
H 5.57 3.13 -2.09
H 5.03 2.33 -4.38
H 2.71 1.65 -4.92
H 0.95 1.81 -3.20
Br 0.08 -5.55 -6.33
C -1.05 -5.65 -4.80
C -0.92 -6.72 -3.93
C -1.76 -6.78 -2.83
C -2.69 -5.78 -2.58
C -2.82 -4.72 -3.48
C -2.00 -4.66 -4.60
N -3.56 -6.05 -1.46
N -4.00 -5.17 -0.70
C -3.58 -3.81 -0.81
C -4.57 -2.89 -1.09
C -4.25 -1.56 -1.39
C -2.93 -1.14 -1.31
O -2.55 0.09 -1.59
C -1.93 -2.07 -0.89
N -0.67 -1.54 -0.77
C 0.36 -2.41 -0.60
C 0.21 -3.74 -0.39
C -1.15 -4.36 -0.18
C -2.23 -3.41 -0.66
H -0.18 -7.48 -4.11
H -1.71 -7.62 -2.15
H -3.54 -3.93 -3.31
H -2.08 -3.84 -5.29
H -5.60 -3.23 -1.14
H -5.01 -0.85 -1.67
H 1.35 -1.97 -0.66
H 1.09 -4.37 -0.33
H -1.20 -5.30 -0.74



[7]
46
Properties=species:S:1:pos:R:3 method="wB97M-V/def2-TZVPD" homo_lumo_gap_ev=4.71 e_homo_ev=-10.68 e_above_lowest_ev=0.000 total_charge=+1
C -3.42 2.64 1.95
C -2.15 2.33 1.24
C -2.09 1.45 0.23
C -3.36 0.89 -0.34
C -0.79 1.06 -0.45
C 0.40 1.88 0.01
C 1.67 1.74 -0.78
C 0.33 2.76 1.01
C 1.52 3.52 1.50
C -0.94 3.06 1.74
H -1.13 4.14 1.74
H -3.23 3.33 2.78
H -4.18 3.11 1.32
H -3.87 1.74 2.38
H -3.19 0.31 -1.25
H -3.86 0.25 0.40
H -4.08 1.69 -0.59
H -0.59 -0.08 -0.47
H -0.92 1.27 -1.54
H 1.53 1.10 -1.66
H 2.04 2.71 -1.13
H 2.46 1.30 -0.16
H 1.26 4.12 2.37
H 2.33 2.85 1.81
H 1.95 4.20 0.75
H -0.80 2.81 2.81
C -1.03 -3.16 -1.75
C -0.17 -2.54 -0.71
C -0.82 -2.36 0.60
C 1.25 -2.64 -0.85
C 2.14 -2.04 0.10
C 3.51 -2.17 -0.02
C 4.07 -2.92 -1.06
C 3.23 -3.55 -1.99
C 1.86 -3.42 -1.89
H -0.62 -3.04 -2.76
H -1.09 -4.24 -1.56
H -2.06 -2.78 -1.75
H -0.24 -1.81 1.35
H -1.80 -1.86 0.51
H -1.03 -3.35 1.03
H 1.72 -1.49 0.94
H 4.16 -1.69 0.71
H 5.15 -3.01 -1.16
H 3.67 -4.15 -2.80
H 1.23 -3.97 -2.59



[8]
17
Properties=species:S:1:pos:R:3 method="wB97M-V/def2-TZVPD" homo_lumo_gap_ev=9.96 smiles="C/C=N/[C@](C)(S)C=O" e_homo_ev=-9.53 e_above_lowest_ev=2.430
C 2.43 1.14 -1.02
C 1.33 0.12 -0.74
N 0.23 0.55 -0.25
C -0.80 -0.28 0.04
C -1.34 -0.05 1.39
S -0.36 -2.21 -0.14
C -1.90 -0.32 -0.95
O -1.92 -0.17 -2.15
H 3.09 0.63 -1.76
H 2.86 1.27 -0.09
H 2.09 2.08 -1.48
H 1.54 -0.99 -0.71
H -0.75 -0.39 2.18
H -1.35 1.06 1.48
H -2.40 -0.43 1.38
H -1.47 -2.62 0.44
H -2.76 -0.73 -0.33